--- P ---
A structure of composition C20H21BrN2O2Ti. Source: OMol25; level of theory: ωB97M-V/def2-TZVPD.

Properties
Charge: 0
Highest occupied orbital energy (alpha / beta), eV: -6.61 / -7.86
Gap between HOMO and LUMO (alpha / beta), eV: 5.9981 / 6.3327
Spin multiplicity: 3

The geometry in XYZ format:
```
47
C20H21BrN2O2Ti | OMol25 | ωB97M-V/def2-TZVPD
C -2.4984 -1.2205 0.6883
C -2.0994 1.2394 -1.6190
H -1.9846 -1.9560 0.0405
H -3.2671 -0.7235 0.0294
H -2.5633 -1.1965 1.7768
H -2.6152 0.2897 -1.8756
H -2.7682 1.7230 -0.8762
H -1.3337 1.7072 -2.2314
C 0.1756 -2.5300 0.6104
C 0.9280 -3.6743 0.3726
C 1.8929 -3.6492 -0.6333
C 2.1101 -2.4668 -1.3328
H -0.6008 -2.4896 1.3795
H 0.7235 -4.5625 0.9658
H 2.4708 -4.5384 -0.8632
H 2.8608 -2.3791 -2.1145
N 0.2474 -1.4502 -0.2063
C 1.3092 -1.3464 -1.0622
C 1.5632 -0.0158 -1.6221
N 0.6544 0.9457 -1.3200
C 0.9005 2.2251 -1.6471
C 2.9144 1.6084 -2.7997
C 2.0024 2.5924 -2.4196
H 0.1784 2.9590 -1.2810
H 2.1101 3.6345 -2.7070
C 2.7117 0.3004 -2.3745
H 3.4039 -0.5039 -2.6061
H 3.7733 1.8575 -3.4162
Ti -1.2307 0.2186 -0.0006
C -1.3338 2.4089 0.5663
H -1.7624 3.1495 -0.1323
H -0.3717 2.7901 0.9383
H -2.0022 2.3556 1.4451
Br -0.4187 2.8915 4.2590
C 0.6672 1.4413 4.7771
C 1.2289 1.3929 6.0602
C 2.0958 0.3496 6.4104
C 2.3990 -0.6412 5.4705
C 1.8503 -0.5871 4.1879
C 0.9651 0.4363 3.8383
C 0.6102 0.6181 2.3739
O 1.5366 0.9916 1.6297
O -0.6068 0.3953 1.9414
H 1.0021 2.1800 6.7754
H 2.5370 0.3223 7.4100
H 3.0804 -1.4526 5.7308
H 2.1136 -1.3240 3.4309
```

--- Q ---
A structure of composition C20H21BrN2O2Ti. Source: OMol25; level of theory: ωB97M-V/def2-TZVPD.

Properties
Charge: 0
Highest occupied orbital energy (alpha / beta), eV: -5.02 / -8.50
Gap between HOMO and LUMO (alpha / beta), eV: 5.5417 / 8.6483
Spin multiplicity: 3

The geometry in XYZ format:
```
47
C20H21BrN2O2Ti | OMol25 | ωB97M-V/def2-TZVPD
C -4.1733 -0.0734 0.4919
C -4.2026 1.2334 -0.3210
H -4.1706 -0.9395 -0.1607
H -5.1046 -0.1111 1.0593
H -3.3644 -0.1722 1.2120
H -3.4805 1.2905 -1.1338
H -5.1871 1.3256 -0.7786
H -4.0716 2.1067 0.3161
C 0.6608 -2.8482 0.1073
C 1.4432 -3.9408 -0.2603
C 2.5153 -3.7696 -1.1426
C 2.7938 -2.5014 -1.6411
H -0.1985 -2.9260 0.7782
H 1.1989 -4.9261 0.1432
H 3.1366 -4.6085 -1.4459
H 3.6078 -2.3020 -2.3341
N 0.9448 -1.6047 -0.3798
C 1.9888 -1.4260 -1.2564
C 2.2381 -0.0495 -1.6878
N 1.4295 0.9010 -1.1156
C 1.6725 2.2094 -1.3582
C 3.4654 1.6591 -2.8785
C 2.6482 2.6222 -2.2687
H 1.0436 2.9186 -0.8173
H 2.7812 3.6841 -2.4631
C 3.2584 0.3158 -2.5869
H 3.8803 -0.4770 -3.0040
H 4.2392 1.9458 -3.5909
Ti 0.0516 0.1871 0.3406
C -1.3012 1.5602 -0.0320
H -1.4466 1.8375 -1.0810
H -1.2046 2.4675 0.5764
H -2.1695 0.9873 0.3059
Br -0.0818 2.9381 3.8672
C 1.0098 1.6098 4.6621
C 1.4509 1.7113 5.9861
C 2.1457 0.6533 6.5775
C 2.4064 -0.5126 5.8461
C 1.9716 -0.6382 4.5294
C 1.2787 0.4359 3.9447
C 0.7370 0.3631 2.6049
O 1.2097 1.1116 1.6614
O -0.2396 -0.4085 2.2511
H 1.2026 2.6066 6.5473
H 2.4979 0.7618 7.6063
H 2.9215 -1.3401 6.3375
H 2.1263 -1.5515 3.9535
```

Q is the most stable structure; the next one sits 100.9 kcal/mol above it.

--- P ---
A cluster of 9 separate species, C9H36O9 in total. Source: OMol25; level of theory: ωB97M-V/def2-TZVPD.

Properties
Charge: 0
Highest occupied orbital energy, eV: -9.74
Gap between HOMO and LUMO, eV: 10.3863
Spin multiplicity: 1
SMILES: CO.CO.CO.CO.CO.CO.CO.CO.CO

The geometry in XYZ format:
```
54
C9H36O9 | OMol25 | ωB97M-V/def2-TZVPD
C 1.4913 0.4311 0.5089
O 0.2882 0.4039 1.2174
H 1.6530 1.4677 0.1069
H 2.3436 0.2531 1.0766
H 1.4726 -0.2696 -0.2959
H -0.3487 -0.0163 0.6389
C 3.6608 -0.8302 -2.5872
O 3.2278 0.1040 -3.5488
H 3.7017 -1.7459 -3.1425
H 4.5486 -0.5617 -2.0882
H 2.9185 -1.0045 -1.8304
H 2.9052 0.9119 -3.1116
C -2.6945 0.2436 6.0300
O -2.3392 0.5561 4.6648
H -3.6848 -0.1308 5.9698
H -2.1160 -0.5717 6.4876
H -2.6594 1.1003 6.6457
H -1.5774 0.1013 4.3385
C 0.2381 -0.4077 -5.9591
O 0.4868 0.1310 -4.6348
H -0.8338 -0.6625 -6.0117
H 0.4061 0.3593 -6.7571
H 0.7818 -1.3943 -6.0463
H 1.3871 0.0235 -4.2816
C -1.4512 2.3860 -1.4335
O -0.3036 3.1503 -1.2301
H -2.0416 2.3566 -0.5100
H -2.0392 2.7453 -2.2679
H -1.2802 1.3338 -1.6896
H -0.6314 3.9766 -0.8175
C -0.9086 -2.3493 -1.0273
O -1.4302 -1.2788 -0.1924
H -0.9578 -2.0531 -2.0756
H 0.1782 -2.4981 -0.7515
H -1.5076 -3.2035 -0.8238
H -1.9205 -1.6742 0.5721
C 0.7762 -1.3863 4.2826
O -0.4024 -0.9049 3.5524
H 1.3085 -2.1884 3.7239
H 1.4479 -0.5830 4.6450
H 0.3384 -1.9009 5.1584
H -0.0834 -0.4213 2.7419
C 2.9954 3.1501 -2.4356
O 2.1021 2.1356 -2.2810
H 2.6518 3.8264 -3.1879
H 3.2127 3.5886 -1.5055
H 3.9612 2.6952 -2.7134
H 1.1914 2.4061 -2.1632
C -3.7873 -1.9304 2.5345
O -2.5357 -2.1769 1.9043
H -4.5191 -2.3992 1.9066
H -3.8008 -2.4700 3.4821
H -3.9784 -0.9198 2.7497
H -1.8420 -1.9037 2.4625
```

--- Q ---
A cluster of 9 separate species, C9H36O9 in total. Source: OMol25; level of theory: ωB97M-V/def2-TZVPD.

Properties
Charge: 0
Highest occupied orbital energy, eV: -9.65
Gap between HOMO and LUMO, eV: 9.8073
Spin multiplicity: 1
SMILES: CO.CO.CO.CO.CO.CO.CO.CO.CO

The geometry in XYZ format:
```
54
C9H36O9 | OMol25 | ωB97M-V/def2-TZVPD
C 3.7175 -1.7957 -0.0194
O 3.8266 -1.6726 1.3739
H 3.5066 -2.8374 -0.2902
H 2.8915 -1.2434 -0.4869
H 4.5928 -1.4997 -0.5968
H 3.2741 -2.3138 1.8203
C 4.2609 1.6767 0.2823
O 2.9808 2.1794 -0.1582
H 4.7772 1.2912 -0.5980
H 4.8705 2.4820 0.6923
H 4.0657 0.9138 1.0309
H 2.9946 3.1384 -0.1725
C 3.7210 1.6032 -3.4049
O 2.9030 0.7278 -2.6402
H 4.7856 1.5740 -3.1519
H 3.6117 1.3546 -4.4590
H 3.3802 2.6315 -3.2443
H 2.7564 1.1653 -1.7833
C -3.9688 -2.1218 1.8902
O -5.1174 -2.5114 1.1376
H -3.4610 -1.2689 1.4462
H -4.2451 -1.7337 2.8792
H -3.3289 -2.9907 2.0443
H -5.7304 -2.9191 1.7530
C -2.8723 1.9040 2.1963
O -2.6933 1.7808 0.7845
H -2.2568 2.7215 2.5849
H -3.9286 2.1155 2.3799
H -2.5734 1.0541 2.8094
H -2.5071 2.6582 0.4458
C 0.8945 -1.9852 3.6332
O -0.4880 -1.8115 3.4263
H 1.3870 -1.0065 3.5358
H 1.1585 -2.3072 4.6410
H 1.3302 -2.7080 2.9338
H -0.6222 -1.4502 2.5381
C -4.4874 0.2151 -1.4155
O -5.1325 -0.6866 -2.2958
H -4.2934 1.1262 -1.9732
H -5.0908 0.3604 -0.5162
H -3.5277 -0.1799 -1.0641
H -5.3546 -1.5113 -1.8588
C 0.2412 -0.4412 0.2139
O -1.0167 -0.5332 0.8860
H 0.6689 0.5716 0.2062
H 0.9611 -0.9970 0.8172
H 0.1751 -0.7259 -0.8393
H -1.4965 0.2545 0.5830
C -0.2190 1.1810 -3.3130
O 0.4823 0.0031 -3.6282
H -0.3849 1.2688 -2.2330
H 0.3424 2.0560 -3.6630
H -1.1739 1.1674 -3.8351
H 1.4129 0.0758 -3.3250
```

--- R ---
A cluster of 9 separate species, C9H36O9 in total. Source: OMol25; level of theory: ωB97M-V/def2-TZVPD.

Properties
Charge: 0
Highest occupied orbital energy, eV: -10.05
Gap between HOMO and LUMO, eV: 9.6658
Spin multiplicity: 1
SMILES: CC(C)O.CC(C)O.CC(C)O.O.O.O.O.O.O

The geometry in XYZ format:
```
54
C9H36O9 | OMol25 | ωB97M-V/def2-TZVPD
C 0.9224 -4.7177 -1.7104
C 0.7810 -4.5753 -0.2114
C 1.8749 -3.7265 0.4077
O -0.5128 -3.9805 0.0187
H 0.0005 -5.1336 -2.1136
H 1.7387 -5.3933 -1.9688
H 1.1054 -3.7405 -2.1599
H 0.7840 -5.5687 0.2542
H 1.7155 -3.6473 1.4852
H 1.8488 -2.7197 -0.0166
H 2.8601 -4.1558 0.2245
H -0.5271 -3.5124 0.8601
C 4.1490 0.7541 -1.9719
C 2.6862 0.6683 -2.3088
C 2.2828 -0.7194 -2.7973
O 1.8542 0.9265 -1.1636
H 4.3651 0.2382 -1.0315
H 4.5065 1.7823 -1.8606
H 4.7528 0.2819 -2.7492
H 2.4424 1.4039 -3.0843
H 1.2052 -0.7701 -2.9406
H 2.6134 -1.4782 -2.0845
H 2.7678 -0.9245 -3.7516
H 2.1028 1.7769 -0.7871
C -2.8931 4.0083 3.3580
C -3.1412 3.8427 1.8711
C -2.7518 2.4611 1.3604
O -4.5357 4.0544 1.6209
H -3.5486 3.3350 3.9107
H -3.1194 5.0252 3.6881
H -1.8508 3.7984 3.6101
H -2.5680 4.5875 1.3064
H -3.2336 2.2844 0.4029
H -3.0641 1.6805 2.0584
H -1.6702 2.3955 1.2359
H -4.6306 4.7439 0.9609
O -0.2891 -0.6210 4.3380
H -0.0466 0.0796 3.7204
H -0.1476 -0.2465 5.2111
O -0.3658 -0.3155 0.2008
H 0.4446 -0.1171 -0.2885
H -0.3833 0.2895 0.9506
O -1.6303 0.1230 -2.8936
H -1.5046 -0.5525 -2.2124
H -1.5327 -0.3435 -3.7274
O -2.4571 -1.9846 -0.7888
H -1.7950 -1.3831 -0.4183
H -2.0256 -2.8472 -0.7374
O -0.9552 2.6877 -1.5205
H -0.9519 1.7218 -1.5769
H -0.1415 2.9207 -1.0683
O 0.6003 1.4630 2.3720
H 0.3503 2.3904 2.4335
H 1.5181 1.4499 2.0832
```

R is the most stable structure; the next one sits 102.8 kcal/mol above it.

--- P ---
The molecule C7H10O. Source: OMol25; level of theory: ωB97M-V/def2-TZVPD.

Properties
Charge: 0
Highest occupied orbital energy, eV: -8.95
Gap between HOMO and LUMO, eV: 9.9500
Spin multiplicity: 1
SMILES: C=COCC=C=CC

The geometry in XYZ format:
```
18
C7H10O | OMol25 | ωB97M-V/def2-TZVPD
C -2.2530 -2.7017 1.1075
C -2.0776 -1.5142 0.6090
O -0.9973 -1.1830 -0.1998
C -1.1034 0.1099 -0.7478
C 0.1207 0.2578 -1.5448
C 1.1767 0.5317 -0.9155
C 2.0988 0.7893 -0.0739
C 2.6135 2.1307 0.3179
H -1.4732 -3.3297 0.8575
H -2.9512 -3.0247 1.8116
H -2.8412 -0.7079 0.7969
H -1.1694 0.7784 0.1441
H -2.0490 0.2649 -1.2896
H -0.0042 0.2620 -2.6010
H 2.5970 -0.0270 0.5406
H 3.6016 2.1605 0.1266
H 2.5679 2.3124 1.2982
H 2.1433 2.8907 -0.2375
```

--- Q ---
The molecule C7H10O. Source: OMol25; level of theory: ωB97M-V/def2-TZVPD.

Properties
Charge: 0
Highest occupied orbital energy, eV: -9.29
Gap between HOMO and LUMO, eV: 10.2162
Spin multiplicity: 1
SMILES: CC1=CC[C@@H]1CC=O

The geometry in XYZ format:
```
18
C7H10O | OMol25 | ωB97M-V/def2-TZVPD
C -0.7415 -2.0108 0.6036
C -0.6024 -0.4659 0.5534
C -1.5272 0.4507 0.4166
C -0.5409 1.5799 0.2474
C 0.5268 0.5003 0.3380
C 1.3035 0.2226 -0.8921
C 2.1275 1.3886 -1.1173
O 3.2024 1.6191 -0.6495
H -0.1109 -2.4279 -0.2105
H -1.8084 -2.1633 0.6822
H -0.0458 -2.3929 1.4287
H -2.6864 0.5364 0.7448
H -0.5189 2.3342 1.0472
H -0.6856 1.8189 -0.8021
H 1.0867 0.6413 1.2014
H 1.8073 -0.6310 -0.6954
H 0.6765 -0.0939 -1.7199
H 1.6792 1.9997 -2.0605
```

--- R ---
A cluster of 2 separate species, C7H10O in total. Source: OMol25; level of theory: ωB97M-V/def2-TZVPD.

Properties
Charge: 0
Highest occupied orbital energy (alpha / beta), eV: -8.51 / -8.26
Gap between HOMO and LUMO (alpha / beta), eV: 7.4088 / 8.2160
Spin multiplicity: 1

The geometry in XYZ format:
```
18
C7H10O | OMol25 | ωB97M-V/def2-TZVPD
C -2.3881 0.9039 1.0981
C -1.4858 0.4592 0.1392
C -2.8975 0.0997 0.0622
C 0.1156 0.1585 -1.8329
C -0.3382 -1.8392 0.7212
C 0.8515 1.2815 0.3983
C -0.2363 0.6148 -0.3689
O -3.7969 -0.4244 -0.5696
H -2.6074 1.4459 2.0219
H 0.9783 -0.3507 -1.7929
H -0.7805 -0.4561 -2.1539
H 0.2833 0.9959 -2.5529
H -0.3613 -2.3905 -0.1879
H -1.2288 -1.8006 1.2973
H 0.6545 -1.5310 1.1248
H 1.8180 0.7342 0.4919
H 0.6288 1.1467 1.4683
H 0.9619 2.2954 0.0955
```

--- S ---
The molecule C7H10O. Source: OMol25; level of theory: ωB97M-V/def2-TZVPD.

Properties
Charge: 0
Highest occupied orbital energy, eV: -9.13
Gap between HOMO and LUMO, eV: 10.1137
Spin multiplicity: 1
SMILES: C[C@H]1C=CC[C@@H]2O[C@H]21

The geometry in XYZ format:
```
18
C7H10O | OMol25 | ωB97M-V/def2-TZVPD
C -1.9797 -0.1213 0.3875
C -1.0666 0.3199 -0.5704
C 0.1425 1.4565 -0.3378
C 1.4036 1.1183 -0.1140
C 1.8932 -0.3645 0.2327
C 0.6003 -1.0536 0.4558
O 0.1905 -2.1537 -0.4685
C -0.1962 -0.8415 -0.7396
H -2.9186 0.7119 0.7852
H -2.5678 -0.9796 0.3383
H -1.4664 -0.0823 1.4438
H -1.5385 0.5024 -1.4704
H -0.5610 2.4119 -0.2198
H 2.2217 1.7829 -0.2277
H 2.5005 -0.2032 1.0768
H 2.5366 -0.9124 -0.4471
H 0.0930 -1.0082 1.4609
H 0.7130 -0.5834 -1.5859
```

Q is the most stable structure; the next one sits 10.6 kcal/mol above it.